DFT (ωB97M-V/def2-TZVPD) results for a structure of composition C33H28F5GaN9PSe.

Last column: Löwdin charge in e.
Geometry (Å):
C 4.178 -1.206 2.002  -0.129
F -3.100 7.548 5.519  0.168
C -2.796 4.404 3.821  -0.229
F -0.415 7.360 5.322  0.153
N 0.600 -2.261 1.220  -0.113
C -2.558 6.497 4.937  -0.129
C 3.768 -4.073 -0.952  -0.017
H -2.539 0.770 1.941  0.092
H 4.795 -5.412 -2.263  0.117
F -3.597 3.440 3.363  0.103
H -3.757 0.450 -0.190  0.126
Ga 0.936 -0.145 1.983  0.741
C 6.162 -4.204 -1.121  -0.037
P 0.079 -0.582 -2.099  1.038
C -3.635 1.976 -2.323  -0.172
C -1.385 -2.377 2.499  -0.271
N 5.265 -1.735 1.448  0.143
C -3.368 5.493 4.441  -0.139
N 2.956 -1.521 1.683  0.017
H 4.343 -0.459 2.771  0.150
H -0.875 -2.692 -2.900  0.096
H 1.917 -1.990 -2.900  0.082
C 1.593 -0.972 -3.125  -0.315
C -1.651 2.621 1.331  -0.514
H -2.192 4.162 -1.641  0.131
H -1.652 -2.026 -5.073  0.182
C -2.538 -3.057 2.836  0.001
C -2.256 3.421 -0.855  -0.010
H 6.176 -1.458 1.770  0.168
C -2.442 1.496 1.148  -0.113
H 2.400 -0.303 -2.820  0.095
H -1.318 0.087 -6.051  0.149
C -0.334 1.012 -2.979  -0.308
H -1.320 1.341 -2.671  0.044
C 0.432 -1.749 -5.096  -0.106
C -1.421 4.291 3.685  -0.354
N 1.377 -0.827 -4.571  -0.146
H -0.648 -3.880 1.035  0.138
C -1.297 0.046 -4.964  -0.096
C 2.740 -2.485 0.703  -0.293
H 1.026 0.626 -6.035  0.142
C -3.021 2.271 -1.047  -0.245
N -4.048 1.614 -3.336  0.180
H 0.396 -1.691 -6.183  0.148
N -0.984 -1.424 -4.593  -0.062
N 1.539 -2.883 0.416  0.081
H -2.280 0.287 -4.565  0.111
H 1.765 1.229 -4.544  0.139
H -2.110 -1.437 -2.802  0.096
H -0.947 4.467 0.485  0.120
C -1.566 3.592 0.338  -0.067
C 6.304 -3.238 -0.150  0.004
C -3.127 1.318 -0.039  -0.020
F 0.699 5.223 4.135  0.093
C -1.185 6.401 4.831  -0.139
N -0.297 0.904 -4.442  -0.139
H 0.376 1.777 -2.660  0.102
C -2.834 -1.523 4.642  -0.018
C -0.628 5.301 4.214  -0.246
H 7.044 -4.639 -1.574  0.122
C -0.467 -2.899 1.469  -0.055
H -2.855 -3.916 2.254  0.124
C -3.274 -2.626 3.934  -0.021
H 2.773 -4.399 -1.231  0.112
F -4.684 5.575 4.578  0.150
H -1.317 0.006 4.723  0.107
C -1.086 -1.644 -3.108  -0.265
C 4.891 -4.633 -1.517  -0.048
H -3.360 -1.172 5.520  0.122
C 5.165 -2.692 0.432  -0.164
C 1.025 0.544 -4.949  -0.142
H -4.166 -3.157 4.240  0.125
N -0.970 -1.289 3.168  0.016
C -1.683 -0.874 4.213  -0.114
C 3.891 -3.084 0.029  -0.092
H 7.289 -2.901 0.160  0.127
H 0.658 -2.767 -4.789  0.143
Se -0.576 2.754 2.921  1.026

Charge: +2
LUMO, eV: -5.5722

DFT (ωB97M-V/def2-TZVPD) results for a structure of composition C23H30N9OPPd.

Last column: natural (NBO) charge in e.
Geometry (Å):
C 4.613 -0.052 -0.808  0.050
H -4.139 4.019 1.809  0.270
C 2.907 -1.105 1.338  0.086
C -1.303 5.884 1.575  -0.084
H -1.194 -1.613 2.911  0.231
N -2.193 4.813 2.195  -0.359
H 1.046 -1.119 -3.490  0.282
C 3.295 -0.609 -0.977  0.248
C 0.657 -5.042 0.844  0.516
H 0.619 4.568 0.301  0.286
H -2.743 3.210 -1.417  0.280
N 1.353 -8.461 0.539  -0.055
H -2.199 2.746 2.644  0.276
H 3.964 -1.219 1.536  0.260
H 1.813 -3.376 -3.415  0.261
C 2.830 -0.969 -2.285  -0.029
H 1.868 -3.422 -1.652  0.232
H 5.342 1.702 0.076  0.256
N 0.661 -3.914 0.564  -0.495
H -2.919 6.682 -0.392  0.270
N -1.186 5.596 0.171  -0.203
H -2.376 5.057 3.177  0.475
C 6.302 0.069 1.094  -0.604
H -2.297 5.561 -1.630  0.268
C 1.016 -7.376 0.878  0.438
N -1.542 -1.538 -0.213  0.204
H 6.470 0.287 -1.792  0.259
H 6.549 0.613 2.004  0.248
C 5.469 -0.113 -1.890  -0.203
H -0.620 3.508 2.740  0.278
H -0.331 5.853 2.064  0.269
H 0.313 -3.351 -2.503  0.233
H -3.543 2.574 0.031  0.285
N 0.611 -1.216 1.912  -0.481
H 0.708 -0.913 -1.836  0.096
H 5.753 -0.645 -3.948  0.264
C 5.076 0.698 0.418  -0.453
C 0.719 -1.796 4.096  -0.242
H 7.174 0.110 0.444  0.240
C -0.115 -1.548 2.954  0.127
N -3.203 4.625 0.038  -0.190
C 2.010 -1.640 3.692  -0.141
C 3.720 -0.993 -3.323  -0.184
C 5.056 -0.607 -3.121  -0.031
H 6.142 -0.981 1.349  0.206
P -1.121 2.829 0.424  0.852
N 0.589 -6.257 1.275  -0.390
H 3.404 -1.318 -4.306  0.255
C -3.509 4.823 1.430  -0.085
C -1.533 3.451 2.144  -0.560
C -2.802 3.292 -0.331  -0.531
H 2.905 -1.760 4.282  0.274
Pd 0.475 -1.201 -0.084  0.870
H -0.221 4.420 -1.249  0.279
H -3.998 5.783 1.594  0.274
C 1.344 -2.999 -2.506  -0.627
O -2.086 -2.430 -0.631  0.021
H -1.769 6.856 1.742  0.273
C -0.363 4.461 -0.169  -0.534
C 1.963 -1.294 2.304  0.076
N 2.465 -0.861 0.078  -0.448
H 4.272 0.838 1.139  0.202
C 1.430 -1.471 -2.531  -0.327
C -2.442 5.718 -0.565  -0.087
H 0.361 -2.055 5.080  0.278

Energy above the lowest of the compared OMol25 structures with the same formula, charge and spin, kcal/mol: 0.0
Charge: +4
2S+1: 5
LUMO (spin up / spin down), eV: -11.9475 / -14.9193

DFT (ωB97M-V/def2-TZVPD) results for a cluster of 2 separate species, C22H39BrIN3O5PSSi in total in a non-equilibrium geometry.

Last column: Löwdin charge in e.
Geometry (Å):
H 1.720 -0.849 -4.518  0.109
H -0.906 -3.482 2.164  0.116
H -0.623 0.468 4.102  0.084
H 1.266 -1.455 4.743  0.087
H -2.187 -1.048 2.271  0.111
C 0.843 5.038 4.217  -0.157
H 2.162 -1.571 -1.272  0.099
C 0.771 -1.786 -2.871  -0.235
P -1.548 -1.735 0.049  0.592
H -2.191 1.482 1.772  0.104
H -3.910 0.811 0.134  0.113
H 2.327 -2.783 3.421  0.172
N 1.486 -3.008 2.902  0.152
C 0.380 -2.404 3.260  -0.358
H -0.604 -3.397 -1.010  0.043
H 0.678 3.208 -3.395  0.017
S -1.236 3.696 4.038  0.614
H 2.248 -4.779 2.134  0.134
H -3.222 0.754 -4.801  0.031
C 2.464 -3.223 0.701  -0.182
H 0.686 -0.351 1.485  0.114
H 0.348 6.276 2.499  0.140
N -0.804 -2.593 2.638  0.103
C -1.384 1.477 -2.025  -0.234
C -1.235 -1.400 1.852  -0.450
N 0.366 -1.460 4.274  0.078
H 0.705 -4.379 1.417  0.113
H -0.105 -0.062 -5.590  0.081
H -3.432 0.835 -2.244  0.108
C -2.925 1.103 -0.222  -0.128
C -1.982 1.458 0.711  -0.154
C -2.704 1.720 -4.764  -0.180
H -2.577 2.111 -5.775  0.034
H 1.929 -2.305 0.451  0.077
H 2.424 -4.280 -2.611  0.121
H 0.019 2.099 0.983  0.111
C 0.989 -0.555 -3.751  -0.260
H -0.692 0.657 1.785  0.016
H 1.447 0.285 -3.213  0.099
O 0.018 4.113 4.941  -0.187
O -0.432 -2.932 -0.176  -0.411
C -2.633 1.108 -1.559  -0.124
H 0.952 -4.084 -1.721  0.086
H 1.540 4.463 3.602  0.126
H 3.411 -2.971 1.196  0.120
C 0.131 -0.129 3.594  -0.590
O -2.417 3.890 4.786  -0.184
H -0.613 3.864 -4.378  0.039
I -3.714 -2.898 0.083  0.454
H 3.864 -4.116 -0.747  0.117
H 0.441 -2.601 -3.529  0.123
C -0.130 5.821 3.362  -0.148
Si -1.028 1.494 -3.899  0.598
H 1.401 5.669 4.903  0.141
Br 1.815 0.881 3.801  0.764
H 0.649 2.916 -5.175  0.037
C -0.738 1.821 0.252  -0.125
H 2.546 -5.142 -0.255  0.114
H 0.573 2.125 -1.357  0.104
H -3.328 2.376 -4.147  0.031
H -1.016 -0.967 -4.417  0.076
C -0.439 1.837 -1.084  -0.084
H -0.037 -1.551 -2.164  0.057
C 0.048 2.996 -4.266  -0.161
C 2.797 -4.102 -0.515  -0.172
H 2.887 -2.040 -2.830  0.118
C -0.213 -0.274 2.110  -0.260
C -0.307 -0.133 -4.515  -0.243
C 2.061 -2.232 -2.139  -0.187
C 1.986 -3.727 -1.771  -0.200
H -0.643 6.590 3.942  0.139
O -1.103 4.852 2.942  -0.175
O -0.949 2.453 3.404  -0.286
C 1.630 -3.944 1.785  -0.144

Charge: +1
LUMO, eV: -2.7820

DFT (ωB97M-V/def2-TZVPD) results for a structure of composition C7H17AgInO5P in a non-equilibrium geometry.

Last column: Löwdin charge in e.
Geometry (Å):
P 1.702 4.329 -0.358  0.471
H -0.144 -0.842 -2.184  0.125
H 1.109 5.353 1.566  0.031
C 0.726 -2.688 -0.304  -0.153
O 2.541 2.845 -0.135  -0.285
H -0.269 -3.983 3.099  0.103
C 0.280 -0.240 -1.305  -0.214
H 2.206 -1.034 -0.442  0.134
H -1.005 1.897 -2.569  0.041
Ag -2.141 -1.881 1.057  0.886
H 1.043 0.488 -1.773  0.121
C -0.854 0.654 -0.612  -0.347
H -1.784 -0.035 -0.465  0.057
H -0.905 -5.704 2.706  0.105
H -1.541 3.996 1.079  -0.128
C 1.078 -1.135 -0.246  -0.162
O 1.965 5.228 1.093  -0.288
H 1.881 2.122 -0.240  0.002
H -0.478 0.992 0.414  0.083
H -1.613 5.229 -1.529  -0.112
In -0.794 3.921 -0.579  0.346
H 1.620 -3.240 0.172  0.150
H 0.826 -0.751 0.806  0.118
H -2.492 1.877 -1.498  0.037
O 2.222 5.178 -1.528  -0.444
C -0.972 -4.605 2.432  0.004
C -1.338 1.916 -1.474  -0.354
O -0.407 -5.311 0.143  0.116
H 0.577 -3.112 -1.348  0.146
H -2.023 -4.162 2.617  0.077
C -0.561 -4.339 0.892  -0.425
O -0.456 -2.964 0.514  -0.242

Charge: 0
LUMO, eV: -3.3926

DFT (ωB97M-V/def2-TZVPD) results for a structure of composition C29H40N2O5S2W in a non-equilibrium geometry.

Last column: natural (NBO) charge in e.
Geometry (Å):
O -0.137 0.947 3.258  -0.376
H 2.937 -0.796 0.358  0.242
C -0.028 2.114 -3.584  -0.251
C -2.963 -1.934 -2.923  -0.192
H -0.622 -1.470 -4.689  0.264
C -1.447 1.596 3.526  -0.101
C 1.965 3.782 -1.680  0.000
H -1.973 1.163 -3.720  0.241
H 3.301 -2.768 1.840  0.268
H -1.448 2.532 2.951  0.263
C -0.151 1.384 -1.304  0.150
C -3.735 -4.150 -2.398  -0.184
S -0.136 1.733 0.393  0.018
C -1.667 -2.421 -3.078  -0.088
H 0.850 2.709 2.764  0.261
H -1.559 1.813 4.595  0.286
H -0.823 -0.705 4.363  0.227
C -0.548 -1.538 -3.601  -0.255
H 0.012 3.960 -0.788  0.241
O 2.052 0.367 1.753  -0.528
O -1.391 -2.232 2.025  -0.548
H 1.269 -4.239 2.349  0.267
N -0.537 -0.204 -3.057  -0.252
H -2.590 -2.731 0.399  0.238
H 0.618 -3.089 3.565  0.214
H 4.023 -0.335 1.696  0.260
C -2.569 0.677 3.032  -0.116
H 0.995 1.938 -3.937  0.260
H 3.079 1.877 2.744  0.277
C -0.301 0.028 -1.767  0.098
C 1.043 1.844 3.411  -0.102
H -2.241 -5.689 -2.433  0.249
C 4.095 4.089 -2.753  -0.163
H 2.700 -1.860 3.248  0.209
H -5.003 -2.430 -2.530  0.243
H 2.715 0.459 3.747  0.230
H -0.410 -4.157 -2.998  0.228
C 2.637 -1.954 2.156  -0.101
H 4.672 4.218 -3.655  0.254
H -3.381 -2.786 1.994  0.245
H -0.615 -3.745 0.817  0.226
H 5.783 4.280 -1.452  0.254
H 2.261 3.913 -3.812  0.221
H 0.407 -2.018 -3.361  0.249
C 0.677 -3.326 2.491  -0.096
C -3.993 -2.801 -2.595  -0.215
H 0.906 -0.420 4.455  0.226
H -3.480 1.287 2.942  0.278
H -2.778 -0.153 3.719  0.229
C -3.147 -0.765 1.169  -0.097
H 1.132 2.180 4.452  0.286
C 2.725 3.903 -2.838  -0.235
C -1.409 -3.773 -2.863  -0.207
O 1.280 -2.230 1.779  -0.548
C -2.671 -2.229 1.371  -0.113
H -4.137 -0.615 1.611  0.247
C -0.916 0.921 -3.892  -0.244
W -0.039 -0.413 1.634  1.340
C -2.443 -4.636 -2.544  -0.185
C 3.009 -0.656 1.443  -0.099
H 2.002 3.756 0.465  0.181
C 4.715 4.135 -1.515  -0.162
H 4.435 4.101 0.604  0.227
N 0.015 2.383 -2.155  -0.210
C 2.592 3.811 -0.439  -0.245
O -2.215 0.173 1.723  -0.528
H -3.218 -0.529 0.101  0.240
H 0.084 4.428 -2.494  0.266
H -4.539 -4.823 -2.142  0.251
H -3.192 -0.896 -3.113  0.194
H -1.267 -4.279 2.409  0.263
C 0.046 -0.384 3.781  -0.401
C 2.318 1.114 2.963  -0.121
C 0.443 3.708 -1.758  -0.273
S -0.106 -1.306 -0.714  0.060
H -0.416 2.995 -4.100  0.277
C -0.707 -3.495 1.884  -0.099
C 3.961 4.008 -0.360  -0.192
H -0.804 0.651 -4.942  0.279

Charge: +4
LUMO, eV: -12.8705

DFT (ωB97M-V/def2-TZVPD) results for the molecule C6H8S2 in a non-equilibrium geometry.

Last column: natural (NBO) charge in e.
Geometry (Å):
H 0.685 -0.357 1.853  0.245
S 0.733 1.458 -0.674  0.362
H 1.001 -1.480 0.427  0.255
C -1.509 1.386 0.791  -0.333
H -0.075 -0.511 -2.479  0.207
H -2.482 0.961 1.198  0.205
C -0.815 0.781 -0.138  -0.229
H -1.254 -1.925 -2.304  0.210
C 1.369 -0.629 1.043  -0.732
C -1.275 -0.467 -0.759  -0.244
H 2.286 -0.999 1.489  0.248
C -0.881 -0.976 -1.881  -0.358
H -1.975 -0.957 -0.135  0.206
C 1.888 0.499 0.242  -0.233
S 3.517 0.892 0.065  -0.028
H -1.212 2.323 1.261  0.217

Energy above the lowest of the compared OMol25 structures with the same formula, charge and spin, kcal/mol: 41.1
Charge: 0
SMILES: C=CC(=C)SC(C)=S
LUMO, eV: -0.1685

DFT (ωB97M-V/def2-TZVPD) results for the molecule C9H7Br2NO2 in a non-equilibrium geometry.

Last column: natural (NBO) charge in e.
Geometry (Å):
H 3.495 -1.337 0.191  0.224
C 2.549 0.766 0.615  -0.403
H -2.170 -2.054 -0.541  0.235
C -0.439 1.307 -0.596  0.114
O -2.898 -0.098 1.673  -0.447
C -1.643 1.240 -0.067  -0.297
H 2.067 -1.455 0.975  0.223
H 3.337 1.453 0.359  0.223
Br 0.550 -2.811 -1.124  0.100
C -0.314 -1.216 -0.615  0.192
O -4.870 -0.144 0.529  -0.550
Br 0.524 2.802 -1.165  0.147
H 1.962 1.284 1.281  0.224
H -2.045 2.249 -0.066  0.252
C 1.924 0.054 -0.612  -0.071
C -2.290 -0.071 0.260  0.082
H 2.477 0.139 -1.486  0.217
C 2.636 -0.760 0.496  -0.402
C -1.635 -1.228 -0.303  -0.371
C -3.695 -0.046 0.694  0.777
N 0.477 -0.075 -0.497  -0.465

Charge: 0
SMILES: O=C1OC12C=C(Br)N(C1CC1)C(Br)=C2
LUMO, eV: 0.2939

DFT (ωB97M-V/def2-TZVPD) results for a cluster of 3 separate species, C5H13NO2 in total in a non-equilibrium geometry.

Last column: natural (NBO) charge in e.
Geometry (Å):
H -1.149 0.276 -3.525  0.419
H -1.751 -0.618 1.375  0.460
H 2.448 0.126 0.874  0.198
H -0.713 -2.523 -1.132  0.477
H 0.526 0.430 -3.505  0.434
C 0.561 0.353 -0.759  -0.178
O -1.658 -2.508 -1.060  -0.916
H -0.411 1.076 1.096  0.245
H -1.468 0.634 -1.245  0.264
C 0.492 0.721 0.611  -0.231
C -0.490 0.415 -1.663  0.120
H 1.038 1.640 3.169  0.242
C 1.801 0.967 2.781  -0.695
H -1.959 -1.786 -1.604  0.462
H 2.783 1.439 2.880  0.264
O -2.406 -0.437 0.728  -0.955
H 1.573 0.138 -1.088  0.223
N -0.313 0.253 -2.968  -0.656
H -2.370 -1.284 0.233  0.489
C 1.607 0.606 1.378  0.059
H 1.860 0.082 3.422  0.274

Energy above the lowest of the compared OMol25 structures with the same formula, charge and spin, kcal/mol: 0.0
Charge: +1
2S+1: 2
LUMO (spin up / spin down), eV: -3.9562 / -6.6558